Density functional theory data (ωB97M-V with the def2-TZVPD basis set) for C44H60B2N15PS2W as an isolated structure.

The calculation puts the relative energy (zero: lowest compared OMol25 entry of this formula, charge and spin) at 51.43 kcal per mole. As for the charge: +1. As for the electronic energy: -103085.648 eV. The HOMO energy (spin up / spin down) is -8.939 / -9.563 eV. The expectation value of S² is 3.781. For the LUMO energy (spin up / spin down), the calculation gives -3.09 / -3.49 eV. The HOMO-LUMO gap (spin up / spin down) comes out at 5.85 / 6.07 eV. Its spin multiplicity is 4.

Atoms and positions in Å:
W1 0.773 -0.100 0.641
S1 0.969 2.429 0.836
S2 -1.425 0.033 -1.108
P1 -2.824 -1.606 -3.073
N1 1.922 0.270 -1.358
N2 0.468 -2.264 0.246
N3 -2.941 0.150 1.236
N4 1.309 -0.192 3.680
N5 -0.686 3.930 -0.874
N6 0.439 -3.194 1.231
N7 -0.834 -1.778 2.794
N8 -2.106 2.141 0.317
N9 2.948 -0.442 -1.528
N10 1.693 0.427 2.530
N11 -0.805 -0.623 1.969
N12 0.299 -3.904 3.617
N13 1.440 4.396 -0.946
N14 -0.442 -4.103 4.743
N15 -2.136 -1.346 -1.630
C1 -3.028 -3.474 -3.002
C2 -4.507 -0.767 -3.322
C3 1.555 2.898 -4.727
C4 -0.256 -1.297 -4.121
C5 -1.690 1.669 2.675
C6 0.710 -4.414 0.704
C7 -4.017 -4.034 -4.035
C8 -0.512 5.025 -1.695
C9 -1.759 -1.590 3.811
C10 0.603 1.848 -2.779
C11 3.184 -1.851 1.808
C12 2.193 0.155 4.606
C13 0.486 2.697 -3.873
C14 -2.469 0.797 0.132
C15 4.351 -2.584 1.666
C16 5.041 -2.632 0.449
C17 0.802 5.323 -1.739
C18 -3.486 -3.877 -1.589
C19 -1.820 2.557 1.510
C20 -3.510 -1.183 1.064
C21 -5.513 -1.353 -2.324
C22 4.547 -1.927 -0.620
C23 -1.725 -1.106 -4.520
C24 0.522 3.553 -0.422
C25 1.491 -4.583 3.702
C26 2.752 2.243 -4.460
C27 0.789 -2.897 -0.868
C28 2.669 -1.102 0.746
C29 -5.091 -0.925 -4.732
C30 2.881 4.337 -0.728
C31 -2.004 -1.888 -5.813
C32 1.779 1.166 -2.518
C33 1.508 -5.243 4.891
C34 2.867 1.392 -3.376
C35 0.946 -4.267 -0.636
C36 -2.458 -0.485 3.608
C37 -4.389 0.739 -2.996
C38 -1.899 0.390 -4.821
C39 -1.945 0.194 2.380
C40 -1.665 -4.157 -3.194
C41 3.187 0.997 4.079
C42 0.271 -4.910 5.494
C43 2.835 1.131 2.761
C44 3.374 -1.174 -0.456
B1 -0.045 -2.911 2.598
B2 -2.109 3.229 -0.828
H1 -0.002 -2.336 -3.926
H2 -1.351 5.498 -2.179
H3 -2.315 2.722 -1.901
H4 -1.289 -4.097 -4.212
H5 -4.112 -1.418 1.938
H6 -0.261 1.709 -2.156
H7 -1.066 0.702 -5.458
H8 -5.730 -2.404 -2.501
H9 5.037 -1.930 -1.587
H10 -3.047 -1.842 -6.118
H11 1.464 3.554 -5.583
H12 3.171 4.960 0.116
H13 -1.702 3.627 1.639
H14 -3.276 -0.102 4.198
H15 -2.414 1.999 3.426
H16 -0.928 -3.746 -2.507
H17 -5.176 -1.224 -1.301
H18 -6.040 -0.382 -4.759
H19 -3.675 -4.954 -1.599
H20 -1.787 -5.216 -2.954
H21 4.742 -3.120 2.524
H22 -4.139 -1.191 0.188
H23 -0.119 -5.232 6.448
H24 3.806 0.900 -3.186
H25 3.612 2.399 -5.099
H26 -2.741 -1.947 0.940
H27 0.683 -5.301 1.316
H28 -4.454 -0.490 -5.499
H29 3.324 1.681 1.975
H30 -1.411 -1.433 -6.612
H31 2.083 -0.223 5.613
H32 -3.788 -3.726 -5.054
H33 -4.170 1.335 -3.876
H34 -0.007 -0.691 -3.251
H35 -2.819 0.600 -5.362
H36 -1.712 -2.933 -5.753
H37 -1.863 1.002 -3.923
H38 -3.959 -5.124 -4.001
H39 1.184 -5.033 -1.355
H40 -5.046 -3.761 -3.810
H41 -4.397 -3.383 -1.262
H42 2.291 -5.870 5.284
H43 0.371 -0.950 -4.948
H44 -5.344 1.084 -2.593
H45 3.381 4.682 -1.629
H46 -2.706 -3.667 -0.858
H47 2.684 -1.843 2.770
H48 0.916 -2.347 -1.782
H49 -5.298 -1.958 -4.997
H50 -0.701 1.788 3.123
H51 2.238 -4.505 2.928
H52 -6.451 -0.803 -2.429
H53 5.954 -3.207 0.357
H54 1.339 6.092 -2.267
H55 -1.837 -2.342 4.580
H56 -2.929 4.065 -0.535
H57 3.169 3.310 -0.525
H58 -0.463 3.186 -4.055
H59 -3.638 0.958 -2.241
H60 4.028 1.442 4.588

These are the Mulliken partial charges, in e, on atoms 1 to 5: 1.21 -0.21 1.54 -0.86 1.22